The following is a quantum chemistry calculation of C4H6Br3ClO2 as an isolated structure at a distorted geometry, from the Open Molecules 2025 dataset.

Each line ends with the Mulliken charge.
Atoms and positions in Å:
C 1.596 -0.183 -1.074  -0.630
C -1.907 0.223 0.669  -0.312
C 1.516 -0.618 0.404  0.342
C -0.816 1.035 1.207  -0.113
O 0.494 -0.662 -1.938  -0.531
O -2.010 0.422 -0.801  -0.497
Cl 2.622 0.067 1.445  -0.100
Br 0.873 -2.359 0.604  -0.098
Br -0.478 2.742 0.510  0.013
Br -0.416 0.851 3.092  -0.064
H 2.438 -0.588 -1.470  0.512
H 1.375 0.901 -1.093  0.207
H -1.856 -0.826 0.849  0.298
H -2.852 0.630 0.948  0.329
H 0.666 -1.577 -2.251  0.310
H -1.246 -0.058 -1.102  0.333

Force components x, y, z for each atom (eV/Å):
C -4.5 0.7 1.0
C -0.9 1.2 -3.1
C -1.3 0.2 -1.8
C 1.5 0.0 1.3
O 0.8 -0.5 0.8
O 0.0 -0.2 2.0
Cl 0.5 0.0 0.4
Br 0.1 -0.2 0.5
Br -0.1 -0.3 0.1
Br -0.4 0.0 -1.0
H 3.0 -0.3 -1.3
H 1.1 -0.4 -0.1
H 0.3 -0.7 0.7
H -0.9 0.1 0.9
H 0.0 0.9 0.5
H 0.8 -0.4 -1.0

As for the energy relative to the best compared isomer or geometry (same formula, charge and spin): 0.00 kcal/mol.

---

The following is a quantum chemistry calculation of C21H28N3O2PdS2Si as an isolated structure, from the Open Molecules 2025 dataset.

Each line ends with the Mulliken charge.
Atoms and positions in Å:
Pd -0.843 0.534 0.172  0.946
C -3.423 -1.164 0.432  -0.851
Si -2.299 -2.211 -0.619  -0.033
C -2.921 -2.311 -2.363  -1.021
C -1.909 -3.802 0.257  -0.995
N -0.636 -1.273 -0.757  0.124
C 0.398 -1.744 -1.345  0.851
C 0.418 -3.055 -2.001  -0.533
C 1.514 -3.518 -2.611  -1.212
C 2.727 -2.737 -2.616  -0.462
C 2.799 -1.484 -2.077  -0.775
C 1.671 -0.945 -1.445  1.031
O 1.651 0.218 -0.891  0.128
C 2.691 1.179 -1.123  0.096
C 3.374 1.629 -0.012  -0.506
C 4.349 2.597 -0.203  -0.640
C 4.600 3.093 -1.476  -0.584
C 3.877 2.631 -2.568  -0.777
C 2.901 1.657 -2.402  0.131
H -4.170 -1.837 0.865  0.424
H -3.961 -0.423 -0.161  0.291
H -2.934 -0.665 1.270  0.144
H -3.986 -2.559 -2.316  0.394
H -2.446 -3.071 -2.982  0.387
H -2.846 -1.350 -2.877  0.342
H -2.858 -4.234 0.585  0.428
H -1.313 -3.624 1.155  0.303
H -1.407 -4.561 -0.341  0.411
H -0.485 -3.645 -1.984  0.345
H 1.516 -4.486 -3.093  0.491
H 3.615 -3.170 -3.061  0.464
H 3.718 -0.917 -2.098  0.610
H 3.163 1.212 0.963  0.506
H 4.918 2.961 0.641  0.442
H 5.362 3.847 -1.619  0.451
H 4.068 3.029 -3.555  0.444
H 2.318 1.304 -3.243  0.509
S -1.683 1.662 -1.656  -0.436
C -2.009 2.789 -0.417  0.336
N -2.676 3.954 -0.518  0.050
C -2.866 4.762 0.552  -0.075
C -2.378 4.388 1.773  -0.893
C -1.699 3.170 1.851  0.128
N -1.519 2.409 0.782  -0.150
H -3.044 4.225 -1.427  0.306
H -3.411 5.680 0.375  0.448
H -2.517 5.012 2.643  0.451
H -1.293 2.807 2.788  0.496
C 1.423 -0.198 3.979  -1.057
S -0.251 -0.037 3.392  0.391
C -0.977 -1.463 4.176  -1.080
O -0.178 -0.419 1.902  -0.537
H 1.810 -1.178 3.704  0.379
H 1.410 -0.076 5.062  0.503
H 2.014 0.599 3.534  0.265
H -0.908 -1.327 5.256  0.467
H -0.436 -2.354 3.862  0.381
H -2.024 -1.512 3.883  0.325

Force components x, y, z for each atom (eV/Å):
Pd -0.2 0.0 0.2
C 0.0 0.0 0.0
Si 0.0 0.0 0.0
C 0.0 0.0 0.1
C 0.0 0.0 0.0
N 0.0 0.0 0.0
C -0.1 0.1 0.0
C 0.0 -0.1 0.0
C 0.0 0.0 0.0
C 0.0 0.1 0.1
C 0.0 0.0 0.0
C 0.3 0.1 0.1
O -0.2 -0.1 -0.2
C 0.1 0.1 0.1
C 0.0 -0.1 0.0
C 0.0 0.0 0.0
C 0.0 0.0 0.0
C 0.0 0.0 0.0
C -0.1 0.0 0.0
H 0.0 0.0 -0.1
H 0.0 0.0 0.0
H 0.0 0.0 0.0
H 0.0 0.0 0.0
H 0.0 0.0 0.0
H 0.0 0.0 0.0
H 0.0 0.0 0.0
H 0.0 0.0 0.0
H 0.0 0.0 0.0
H 0.0 0.0 0.0
H 0.0 0.0 0.0
H 0.0 0.0 0.0
H 0.0 0.0 0.0
H 0.0 0.0 0.0
H 0.0 0.0 0.0
H 0.0 0.0 0.0
H 0.0 0.0 0.0
H 0.0 0.0 0.0
S -0.1 0.2 0.2
C 0.1 -0.1 0.0
N 0.0 0.0 0.0
C 0.0 0.0 0.0
C 0.0 0.0 0.0
C 0.0 0.0 0.0
N 0.0 -0.1 -0.2
H 0.0 0.0 0.0
H 0.0 0.0 0.0
H 0.0 0.0 0.0
H 0.0 0.0 0.0
C 0.0 0.0 0.0
S -0.1 0.1 0.1
C 0.0 0.0 0.0
O 0.2 -0.2 -0.2
H 0.0 0.0 0.0
H 0.0 0.0 0.0
H 0.0 0.0 0.0
H 0.0 0.0 0.0
H 0.0 0.0 0.0
H 0.0 0.0 0.0

As for the total charge: +3. As for the energy relative to the best compared isomer or geometry (same formula, charge and spin): 0.00 kcal/mol.

---

The following is a quantum chemistry calculation of C42H44BrN8O7Sr as an isolated structure at a distorted geometry, from the Open Molecules 2025 dataset.

Each line ends with the Mulliken charge.
Atoms and positions in Å:
Sr 0.063 0.333 -2.458  1.478
O 1.217 0.874 -5.914  -0.778
C 1.110 1.193 -4.730  0.251
O 1.888 1.031 -3.759  -0.738
C -0.276 1.922 -4.461  -0.415
C -1.533 1.047 -4.635  0.075
C -2.665 1.899 -5.225  -0.986
C -3.011 2.797 -3.998  -0.961
C -2.059 2.220 -2.930  0.486
O -2.039 0.831 -3.304  -0.754
C -0.645 2.740 -3.180  -0.824
C 0.272 2.952 -1.900  0.250
O 0.890 4.009 -1.920  -0.782
O 0.199 2.096 -0.960  -0.664
H -0.271 2.612 -5.298  0.826
H -1.356 0.096 -5.132  0.627
H -2.350 2.454 -6.106  0.405
H -3.508 1.266 -5.499  0.339
H -2.837 3.857 -4.172  0.401
H -4.048 2.671 -3.691  0.349
H -2.407 2.310 -1.899  0.696
H -0.732 3.777 -3.490  0.554
C 6.203 -5.111 -1.550  -1.661
C 4.839 -5.719 -1.193  2.048
C 4.808 -6.030 0.310  -1.684
C 4.694 -7.039 -1.952  -2.154
C 3.729 -4.727 -1.543  -0.469
C 3.683 -3.490 -0.912  -0.346
C 2.697 -2.587 -1.241  -0.038
Br 2.695 -0.888 -0.357  -0.200
C 1.690 -2.804 -2.211  0.040
O 0.801 -1.910 -2.470  -0.385
C 1.744 -4.082 -2.846  -0.656
C 2.746 -4.982 -2.500  0.566
C 0.706 -4.423 -3.920  2.276
C 0.838 -3.440 -5.095  -1.575
C 0.888 -5.838 -4.477  -2.515
C -0.711 -4.351 -3.326  -1.428
H 7.012 -5.803 -1.296  0.448
H 6.370 -4.177 -1.012  0.321
H 6.252 -4.893 -2.618  0.369
H 5.601 -6.737 0.572  0.451
H 3.847 -6.466 0.590  0.372
H 4.950 -5.126 0.905  0.298
H 5.495 -7.721 -1.657  0.439
H 4.762 -6.886 -3.031  0.369
H 3.740 -7.522 -1.731  0.392
H 4.414 -3.211 -0.163  0.385
H 2.761 -5.937 -3.003  0.576
H 1.791 -3.591 -5.606  0.328
H 0.800 -2.410 -4.747  0.161
H 0.034 -3.603 -5.818  0.433
H 1.856 -5.959 -4.970  0.387
H 0.110 -6.027 -5.222  0.472
H 0.797 -6.596 -3.696  0.417
H -0.903 -3.361 -2.920  -0.069
H -0.822 -5.092 -2.529  0.299
H -1.453 -4.570 -4.100  0.513
C -2.441 7.195 2.291  -1.229
N -2.902 5.966 1.682  0.773
C -2.206 4.880 1.298  -0.142
N -3.024 3.879 1.052  -0.362
C -4.241 4.411 1.332  -0.283
N -4.220 5.669 1.716  -0.871
C -2.153 7.046 3.771  1.153
C -1.748 8.152 4.514  -0.755
C -1.522 8.040 5.877  -0.485
C -1.672 6.821 6.521  -0.903
C -2.050 5.712 5.779  -0.120
C -2.302 5.832 4.413  -0.098
C -2.155 4.382 6.374  0.457
N -2.483 4.010 7.562  -0.523
N -2.388 2.630 7.582  -0.472
C -2.030 2.265 6.397  0.463
O -1.864 3.325 5.573  -0.285
C -1.737 0.930 5.879  0.263
C -2.309 -0.189 6.470  -0.825
C -2.006 -1.450 5.979  -0.649
C -1.123 -1.597 4.922  -0.453
C -0.532 -0.481 4.333  1.065
C 0.471 -0.657 3.217  -1.698
N -0.115 -1.017 1.945  1.238
C -0.456 -0.207 0.944  -0.553
N -0.779 -0.912 -0.114  -0.078
C -0.618 -2.197 0.299  -0.603
N -0.224 -2.311 1.550  -0.893
C -0.852 0.781 4.811  -0.413
H -3.241 7.920 2.150  0.342
H -1.558 7.548 1.758  0.400
H -1.133 4.867 1.191  0.494
H -5.162 3.862 1.228  0.448
H -1.617 9.110 4.023  0.424
H -1.213 8.911 6.441  0.387
H -1.482 6.716 7.580  0.492
H -2.608 4.950 3.866  0.524
H -2.988 -0.060 7.302  0.476
H -2.460 -2.324 6.427  0.390
H -0.885 -2.583 4.540  0.457
H 1.176 -1.448 3.471  0.377
H 1.040 0.259 3.064  0.541
H -0.385 0.871 0.978  0.594
H -0.760 -3.048 -0.346  0.458
H -0.409 1.659 4.355  0.461

Force components x, y, z for each atom (eV/Å):
Sr 1.5 -3.3 2.2
O 0.2 -0.1 0.0
C -0.1 0.3 -0.5
O 0.3 0.2 -0.2
C 0.1 0.6 -0.6
C -0.4 0.0 -1.0
C -0.1 0.0 0.2
C 0.0 -0.2 -0.1
C -1.0 0.6 0.5
O -0.6 0.0 -0.2
C -0.1 0.9 -0.2
C 0.0 0.6 -0.1
O 0.1 0.0 0.2
O -0.1 0.4 0.3
H 0.0 0.0 0.0
H 0.0 0.0 0.0
H 0.0 0.0 0.0
H 0.0 0.0 0.0
H 0.0 0.0 0.0
H 0.0 0.0 0.0
H 0.0 0.0 -0.1
H 0.0 0.0 -0.1
C 0.0 0.0 0.0
C 0.0 0.0 0.0
C 0.0 0.0 0.0
C 0.0 0.0 0.0
C 0.0 -0.1 -0.1
C 0.0 0.0 0.0
C 0.0 0.2 0.1
Br 0.1 -0.1 -0.1
C 0.1 -0.1 0.1
O -0.1 -0.1 -0.2
C 0.0 0.0 0.0
C 0.0 0.0 0.1
C 0.0 0.0 0.0
C 0.0 0.0 0.1
C 0.0 0.0 0.0
C 0.1 0.0 0.0
H 0.0 0.0 0.0
H 0.0 0.0 0.0
H 0.0 0.0 0.0
H 0.0 0.0 0.0
H 0.0 0.0 0.0
H 0.0 0.0 0.0
H 0.0 0.0 0.0
H 0.0 0.0 0.0
H 0.0 0.0 0.0
H 0.0 0.0 0.0
H 0.0 0.0 0.0
H 0.0 0.0 0.0
H 0.0 0.0 0.0
H 0.0 0.0 0.0
H 0.0 0.0 0.0
H 0.0 0.0 0.0
H 0.0 0.0 0.0
H 0.0 0.0 0.0
H 0.0 0.0 0.0
H 0.0 0.0 0.0
C 0.0 0.0 0.0
N 0.0 0.0 0.1
C 0.0 0.0 -0.1
N 0.0 0.0 0.0
C 0.0 0.1 -0.1
N 0.0 -0.1 0.1
C 0.0 0.0 0.0
C -0.1 0.0 0.0
C 0.0 0.1 0.0
C 0.0 -0.1 0.1
C 0.0 0.0 -0.2
C 0.1 -0.1 0.0
C 0.0 -0.1 0.1
N 0.1 0.3 0.0
N -0.1 -0.3 -0.1
C 0.0 0.1 0.1
O 0.1 0.0 -0.1
C 0.1 0.0 -0.1
C 0.0 0.0 0.0
C 0.0 0.0 0.0
C 0.0 0.0 0.0
C 0.0 0.0 0.1
C 0.0 0.0 0.2
N 0.0 -0.2 0.0
C 0.1 0.2 -0.1
N -0.3 0.0 -0.3
C 0.0 0.2 0.2
N 0.1 0.0 -0.1
C -0.1 0.0 0.0
H 0.0 0.0 -0.1
H 0.0 0.0 0.0
H 0.0 0.0 0.0
H 0.0 0.0 0.0
H 0.0 0.0 0.0
H 0.0 0.0 0.0
H 0.0 0.0 0.0
H 0.0 0.1 0.0
H 0.0 0.0 0.0
H 0.0 0.0 0.0
H 0.0 0.0 0.0
H 0.0 0.0 -0.1
H 0.0 0.0 0.0
H 0.0 0.0 0.0
H 0.0 0.0 0.0
H 0.0 0.0 0.0

As for the total charge: -1. As for the energy relative to the best compared isomer or geometry (same formula, charge and spin): 52.20 kcal/mol.

---

The following is a quantum chemistry calculation of C16H22Cl5CrO3PS3Te as an isolated structure at a distorted geometry, from the Open Molecules 2025 dataset.

Each line ends with the Mulliken charge.
Atoms and positions in Å:
Cr -0.599 0.352 0.318  0.630
C 3.634 0.689 -3.884  -0.489
C 2.653 -0.441 -4.189  -0.692
S 1.738 -1.270 -2.828  -0.055
C 2.904 -1.149 -1.436  -1.103
C 2.795 0.116 -0.541  -0.570
S 1.528 1.332 -1.078  -0.134
C 2.479 2.878 -1.015  -0.622
C 3.551 2.914 -2.105  -0.807
S 2.963 2.392 -3.756  -0.096
H 4.342 0.732 -4.712  0.463
H 4.205 0.497 -2.978  0.087
H 3.208 -1.236 -4.689  0.384
H 1.868 -0.097 -4.863  0.373
H 3.906 -1.251 -1.851  0.533
H 2.701 -2.040 -0.846  0.391
H 3.743 0.653 -0.528  0.470
H 2.549 -0.159 0.483  0.311
H 2.907 3.022 -0.022  0.378
H 1.732 3.650 -1.198  0.443
H 4.408 2.290 -1.853  0.309
H 3.913 3.935 -2.224  0.474
Cl 1.775 0.911 3.256  -0.199
C 0.383 1.904 2.966  0.841
C -0.343 1.672 1.806  -1.169
C -1.422 2.525 1.609  1.038
Cl -2.246 2.193 0.095  -0.213
C -1.834 3.511 2.480  -0.481
Cl -3.222 4.476 2.157  -0.192
C -1.087 3.691 3.648  0.627
Cl -1.543 4.908 4.770  -0.185
C 0.036 2.893 3.884  -0.119
Cl 0.970 3.144 5.306  -0.187
C -2.856 -5.294 -1.245  -1.331
C -2.919 -4.188 -0.211  -0.038
O -2.635 -2.940 -0.855  -0.354
P -1.927 -1.707 -0.150  0.861
O -1.583 -0.714 -1.215  -0.709
Te -0.056 -2.138 1.280  -0.333
O -3.083 -0.995 0.744  -0.303
C -3.511 -1.508 2.012  -0.158
C -3.508 -0.389 3.034  -1.127
H -3.308 -6.199 -0.839  0.380
H -1.825 -5.500 -1.528  0.319
H -3.409 -4.996 -2.136  0.316
H -2.190 -4.362 0.587  0.302
H -3.915 -4.131 0.234  0.237
H -2.841 -2.305 2.346  0.357
H -4.514 -1.922 1.888  0.304
H -2.493 -0.016 3.181  0.118
H -3.884 -0.767 3.985  0.426
H -4.140 0.436 2.704  0.290

Force components x, y, z for each atom (eV/Å):
Cr 0.9 0.5 -1.1
C -0.2 0.3 0.0
C -0.1 -0.2 0.3
S 0.2 0.2 0.1
C -0.3 0.2 -0.3
C -0.2 0.1 -0.2
S 0.2 -0.4 0.0
C -0.2 -0.3 0.0
C -0.2 -0.1 -0.3
S 0.2 -0.1 0.1
H 0.1 -0.1 0.0
H 0.0 0.0 0.0
H 0.0 0.1 -0.1
H 0.1 0.0 -0.1
H 0.1 0.0 0.2
H 0.0 0.0 0.1
H 0.0 0.0 0.1
H 0.1 -0.1 0.0
H 0.0 0.1 0.0
H 0.0 0.1 0.1
H 0.0 0.0 0.1
H 0.1 0.0 0.1
Cl 0.1 -0.1 0.1
C -0.1 -0.1 -0.3
C -0.2 0.8 1.1
C 0.5 -0.3 0.2
Cl -0.6 0.5 -0.2
C -0.1 0.2 0.2
Cl 0.0 0.0 -0.1
C 0.0 0.0 -0.1
Cl 0.0 0.0 0.0
C 0.0 0.1 0.0
Cl 0.0 0.0 0.0
C 0.0 0.2 0.1
C 0.0 -0.2 0.1
O 0.3 0.0 0.0
P -1.3 -1.1 0.1
O 0.4 0.4 0.3
Te -0.1 -0.2 -0.1
O 0.3 -0.3 -0.3
C -0.1 0.0 0.3
C 0.0 0.0 -0.1
H 0.1 0.0 0.0
H 0.0 0.0 0.0
H 0.0 0.0 0.0
H 0.0 0.0 0.0
H 0.0 0.1 0.0
H 0.0 0.0 -0.1
H 0.0 0.0 -0.1
H 0.0 0.0 0.0
H 0.0 0.0 0.0
H 0.0 0.0 0.0

Its multiplicity is 5. As for the energy relative to the best compared isomer or geometry (same formula, charge and spin): 10.10 kcal/mol. Its expectation value of S² is 6.032.

---

The following is a quantum chemistry calculation of C6H14Ag2FN2O2Pt as an isolated structure at a distorted geometry, from the Open Molecules 2025 dataset.

Each line ends with the Mulliken charge.
Atoms and positions in Å:
Ag 1.324 -0.373 -2.841  0.769
Ag 4.070 -1.600 -1.056  0.876
Pt 2.015 -0.331 1.697  1.108
F 1.825 -0.702 -0.592  -0.623
C 0.651 2.464 -0.987  0.931
O 0.706 2.129 -2.164  -0.657
N 0.035 3.546 -0.517  0.030
C -0.087 3.869 0.907  -0.718
C -0.547 4.558 -1.372  -0.867
H 1.026 1.807 -0.187  -0.364
H -1.136 3.965 1.186  0.336
H 0.344 4.861 1.041  0.346
H 0.415 3.136 1.539  0.162
H -0.186 5.586 -1.368  0.315
H -0.486 4.172 -2.390  0.259
H -1.578 4.575 -1.017  0.355
C 0.153 -3.245 1.948  0.093
O 0.904 -2.281 2.106  -0.507
N -0.575 -3.461 0.821  0.212
C -1.552 -4.598 0.696  -0.733
C -0.490 -2.558 -0.283  -0.702
H -0.105 -3.939 2.763  0.398
H -1.391 -5.154 -0.228  0.386
H -2.586 -4.251 0.684  0.365
H -1.284 -5.284 1.499  0.326
H -1.439 -2.547 -0.820  0.398
H -0.313 -1.504 -0.071  0.252
H 0.287 -2.841 -0.994  0.253

Force components x, y, z for each atom (eV/Å):
Ag -0.4 1.4 0.0
Ag -0.1 0.2 0.1
Pt -0.5 -0.6 -0.9
F 1.0 -0.3 0.7
C -1.1 0.7 1.1
O 0.6 -1.3 -1.2
N 1.2 0.2 0.7
C 0.2 0.3 -0.3
C -1.2 -0.8 -0.9
H 0.2 0.0 0.2
H -0.1 -0.3 -0.1
H 0.2 -0.1 0.3
H 0.0 0.0 -0.1
H 0.7 -0.3 0.6
H -0.3 0.2 0.0
H -0.3 0.4 -0.6
C 0.1 0.3 1.9
O -0.2 -0.4 -0.5
N -1.3 -0.2 -1.8
C 1.7 -0.1 0.9
C -0.9 1.0 -1.0
H 0.5 0.1 -0.1
H 0.2 0.3 -0.4
H -0.1 0.3 0.3
H -0.6 0.0 0.2
H 0.0 -0.5 -0.1
H 0.4 -0.2 0.8
H 0.2 -0.5 0.1

As for the total charge: +3. Its multiplicity is 3. As for the energy relative to the best compared isomer or geometry (same formula, charge and spin): 0.00 kcal/mol. Its expectation value of S² is 2.041.